Formula: C5H8O2
Source: OMol25
Level of theory: wB97M-V/def2-TZVPD

Structure (XYZ):
```
15
Properties=species:S:1:pos:R:3
C 1.778 1.258 -1.249
C 0.843 0.405 -0.443
O 1.094 0.232 0.905
C -1.720 -0.380 1.541
C -1.741 -1.515 0.850
C -0.211 -0.080 -1.080
O -1.077 -0.375 -1.817
H 1.882 2.244 -0.783
H 2.773 0.800 -1.320
H 1.400 1.393 -2.267
H 1.952 -0.207 0.988
H -0.959 -0.184 2.289
H -2.437 0.416 1.350
H -1.006 -2.299 1.016
H -2.470 -1.691 0.062
```

Calculated values
SMILES string = CC(O)=C=O.C=C
Highest occupied orbital energy = -0.306 hartree
Electronic energy = -9406.9995 eV
Frontier orbital gap = 0.331 Eh
Net charge = 0
Multiplicity = 1
Relative energy (zero: lowest compared OMol25 entry of this formula, charge and spin) = 65.32 kcal/mol

Atom charges from the Mulliken analysis, given in e for atoms 1 to 4: atom 1 (C): -1.10, atom 2 (C): 0.31, atom 3 (O): -0.50, atom 4 (C): -0.44